Below is a cluster of 2 separate species, C4H10N2O2 in total at a distorted geometry, with properties calculated with ωB97M-V with the def2-TZVPD basis set.

As for the HOMO-LUMO gap: 8.386 eV. As for the total charge: 0. As for the multiplicity: 1. As for the LUMO energy: 0.46 eV. The value obtained for the energy above the lowest of the compared OMol25 structures with the same formula, charge and spin is 112.19 kcal/mol. Its total energy is -11382.038 eV.

Last column: natural (NBO) charge in e.
Atoms and positions in Å:
C1 1.3232 -1.3529 -0.6077  0.30
C2 1.4156 1.9911 0.2058  -0.44
C3 -2.1795 -1.1424 -0.0947  -0.42
N1 0.7882 0.7910 -0.3097  -0.59
C4 -0.4182 0.4618 0.0901  0.69
O1 -1.3225 1.3841 0.5623  -0.69
O2 1.5024 -1.9707 0.5510  -0.65
N2 -0.7790 -0.8047 0.0718  -0.68
H1 -0.9842 2.2750 0.4106  0.48
H2 0.6096 -2.1965 0.8731  0.52
H3 0.7082 -1.8063 -1.3723  0.19
H4 2.2190 -0.8653 -0.9578  0.18
H5 2.4300 2.0624 -0.1895  0.21
H6 0.9065 2.9104 -0.1247  0.17
H7 1.4745 2.0164 1.3030  0.18
H8 -2.8130 -0.7382 0.7034  0.19
H9 -2.5935 -0.7857 -1.0464  0.18
H10 -2.2870 -2.2296 -0.0686  0.19

=====

Below is a cluster of 3 separate species, C8H20Cl2O2 in total at a distorted geometry, with properties calculated with ωB97M-V with the def2-TZVPD basis set.

As for the HOMO-LUMO gap (spin up / spin down): 2.107 / 10.426 eV. As for the total charge: -1. As for the multiplicity: 2. As for the LUMO energy (spin up / spin down): 3.01 / 2.98 eV. Its total energy is -37758.255 eV.

Last column: natural (NBO) charge in e.
Atoms and positions in Å:
Cl1 -0.5662 -0.6481 0.1158  -0.12
C1 -0.6623 1.0762 -0.3727  -0.69
C2 -1.7386 1.2555 -1.5843  -0.56
Cl2 -1.2092 0.3293 -3.0218  -0.12
H1 0.3398 1.3236 -0.7229  0.20
H2 -1.0367 1.6325 0.4866  0.17
H3 -1.8718 2.3080 -1.8343  0.21
H4 -2.7153 0.8646 -1.2990  0.20
C3 2.2705 2.3265 -2.9959  -0.64
C4 3.7737 2.3195 -2.4554  0.05
C5 4.3329 0.9196 -2.5268  -0.66
O1 4.5490 3.2008 -3.2203  -0.75
H5 1.7475 1.6525 -2.3175  0.20
H6 2.2145 2.0801 -4.0562  0.20
H7 1.8269 3.3165 -2.8894  0.21
H8 3.7141 2.8085 -1.4831  0.16
H9 4.5120 0.6356 -3.5639  0.21
H10 3.7918 0.0982 -2.0571  0.22
H11 5.3208 1.0709 -2.0917  0.19
H12 5.4523 3.2920 -2.9083  0.46
C6 -3.1128 -3.9327 3.0138  -0.62
C7 -3.2229 -2.6862 3.8515  0.09
C8 -1.9643 -1.7503 3.6932  -0.70
O2 -4.2156 -1.9861 3.2025  -0.77
H13 -4.0551 -4.4445 3.2094  0.20
H14 -2.3156 -4.5676 3.4007  0.19
H15 -3.0246 -3.7290 1.9466  0.22
H16 -3.4579 -2.8651 4.9007  0.16
H17 -1.9101 -1.4266 2.6538  0.21
H18 -1.0663 -2.3135 3.9470  0.20
H19 -1.8820 -0.8608 4.3178  0.21
H20 -3.8186 -1.3001 2.6610  0.47

=====

Below is the molecule C7H17NO5S at a distorted geometry, with properties calculated with ωB97M-V with the def2-TZVPD basis set.

As for the HOMO-LUMO gap: 9.736 eV. As for the total charge: 0. As for the multiplicity: 1. As for the LUMO energy: 0.43 eV. The SMILES is CCOC([C@H](C)O)([C@H](C)O)S(N)(=O)=O. The value obtained for the energy above the lowest of the compared OMol25 structures with the same formula, charge and spin is 59.24 kcal/mol. Its total energy is -30094.178 eV.

Last column: natural (NBO) charge in e.
Atoms and positions in Å:
C1 2.2520 3.2253 0.4478  -0.62
C2 -0.7442 -1.6723 -1.5626  -0.62
C3 -1.6177 -1.3856 1.5798  -0.64
C4 1.8756 1.8821 -0.1979  -0.06
C5 0.4813 -0.9131 -1.0099  0.05
C6 -0.2269 -0.7613 1.5054  0.02
C7 0.1611 -0.0121 0.2639  0.22
N1 -2.9217 0.4464 -0.8820  -1.04
O1 -0.8491 1.7237 -1.4892  -1.00
O2 -1.7673 1.9363 0.8342  -0.94
O3 1.4013 -1.8741 -0.6684  -0.70
O4 -0.0133 0.0320 2.6611  -0.72
O5 1.0007 1.0563 0.6854  -0.59
S1 -1.4176 1.1058 -0.3064  2.10
H1 3.3311 3.3648 0.1271  0.22
H2 1.7068 4.0237 0.1225  0.22
H3 2.2796 3.2248 1.5081  0.23
H4 -1.0815 -2.4325 -0.9693  0.22
H5 -0.4678 -2.2727 -2.3929  0.22
H6 -1.4739 -1.0560 -1.8315  0.22
H7 -1.9577 -1.6665 2.5819  0.24
H8 -2.4062 -0.6795 1.3609  0.21
H9 -1.7009 -2.3888 1.1149  0.22
H10 2.7117 1.1898 -0.3281  0.16
H11 1.4845 1.8271 -1.2543  0.22
H12 0.8256 -0.2052 -1.7755  0.19
H13 0.5356 -1.6949 1.5631  0.18
H14 -3.5674 0.7727 -0.1881  0.40
H15 -3.0307 0.9028 -1.7838  0.40
H16 2.3220 -1.3961 -0.6647  0.47
H17 0.6195 0.7364 2.4898  0.49

=====

Below is the molecule C3H6N4O at a distorted geometry, with properties calculated with ωB97M-V with the def2-TZVPD basis set.

As for the HOMO-LUMO gap (spin up / spin down): 6.901 / 6.720 eV. As for the total charge: 0. As for the multiplicity: 1. As for the LUMO energy (spin up / spin down): -0.70 / -0.81 eV. The value obtained for the energy above the lowest of the compared OMol25 structures with the same formula, charge and spin is 201.64 kcal/mol. Its total energy is -11208.033 eV.

Last column: natural (NBO) charge in e.
Atoms and positions in Å:
C1 0.3565 0.8459 0.4250  -0.21
C2 -0.0140 1.2505 1.7898  0.53
C3 0.1698 -2.2846 -1.2231  -0.45
N1 -0.4328 -0.7464 2.8781  0.09
N2 0.5815 -0.9346 -1.0835  -0.21
N3 0.2275 -0.3667 -0.0715  -0.20
N4 0.0619 2.6141 1.9895  -0.81
O1 -0.2740 0.5320 2.8496  -0.34
H1 0.4999 1.7479 -0.0938  0.15
H2 -0.6241 -2.4702 -0.3300  0.18
H3 -0.2511 -2.5696 -2.1692  0.21
H4 1.1826 -2.8494 -0.9012  0.21
H5 -0.2389 2.9843 2.9187  0.42
H6 0.0268 3.1261 1.0931  0.42

=====

Below is the molecule CH2N2S4 at a distorted geometry, with properties calculated with ωB97M-V with the def2-TZVPD basis set.

As for the HOMO-LUMO gap (spin up / spin down): 6.068 / 6.092 eV. As for the total charge: 0. As for the multiplicity: 3. As for the LUMO energy (spin up / spin down): -0.12 / -3.08 eV. The value obtained for the energy above the lowest of the compared OMol25 structures with the same formula, charge and spin is 19.63 kcal/mol. Its total energy is -47385.734 eV.

Last column: natural (NBO) charge in e.
Atoms and positions in Å:
C1 1.5033 -0.5762 0.4526  -0.37
N1 2.5751 -1.3665 0.8480  -0.25
N2 3.7036 -1.0728 0.4927  -0.55
S1 2.1216 0.9331 -0.4395  0.17
S2 4.0619 0.2529 -0.3707  0.59
S3 -1.3591 -0.4716 -0.5352  -0.08
S4 0.3303 -1.5762 -0.5926  0.12
H1 0.8258 -0.1923 1.3597  0.27
H2 -0.9158 0.2365 -1.4463  0.10

=====

Below is the ion C2HBrFOS2 with charge -1 at a distorted geometry, with properties calculated with ωB97M-V with the def2-TZVPD basis set.

As for the HOMO-LUMO gap: 7.576 eV. As for the total charge: -1. As for the multiplicity: 1. As for the LUMO energy: 3.27 eV. The value obtained for the energy above the lowest of the compared OMol25 structures with the same formula, charge and spin is 23.14 kcal/mol. Its total energy is -98568.331 eV.

Last column: natural (NBO) charge in e.
Atoms and positions in Å:
C1 1.2986 -0.0422 -0.4393  0.53
C2 0.0586 -0.3188 0.2680  -0.62
O1 1.9472 -0.1203 -1.4055  -0.51
F1 -0.1807 2.1547 -0.2453  -0.66
S1 1.4829 0.2082 1.3764  -0.03
S2 -1.3344 0.7342 -0.0526  0.44
Br1 -2.7089 -1.1330 0.0806  -0.46
H1 -0.5633 -1.4828 0.4177  0.30

=====

Below is a cluster of 3 separate species, C2H9NO in total at a distorted geometry, with properties calculated with ωB97M-V with the def2-TZVPD basis set.

As for the HOMO-LUMO gap (spin up / spin down): 11.836 / 4.480 eV. As for the total charge: +1. As for the multiplicity: 2. As for the LUMO energy (spin up / spin down): -3.84 / -10.74 eV. The value obtained for the energy above the lowest of the compared OMol25 structures with the same formula, charge and spin is 93.33 kcal/mol. Its total energy is -5744.233 eV.

Last column: natural (NBO) charge in e.
Atoms and positions in Å:
N1 0.7087 2.9814 -0.5646  -0.33
H1 0.9262 2.0341 -0.5138  0.40
H2 -3.2788 -3.6813 -2.0156  -0.02
H3 0.0369 2.9431 -1.3731  0.41
H4 0.1874 3.1511 0.2421  0.41
C1 0.9244 -0.1923 0.1933  -0.20
O1 0.0659 0.6797 1.0279  -0.48
C2 0.4485 -0.5992 1.5422  -0.08
H5 1.9824 0.0054 0.1452  0.21
H6 0.4535 -0.7750 -0.5533  0.22
H7 1.0990 -0.6974 2.4112  0.22
H8 -0.2675 -1.4154 1.4759  0.21
H9 -3.2866 -4.4343 -2.0174  0.02

=====

Below is the ion C5H5N2O2S with charge -1 at a distorted geometry, with properties calculated with ωB97M-V with the def2-TZVPD basis set.

As for the HOMO-LUMO gap: 5.998 eV. As for the total charge: -1. As for the multiplicity: 1. As for the LUMO energy: 3.23 eV. The value obtained for the energy above the lowest of the compared OMol25 structures with the same formula, charge and spin is 201.41 kcal/mol. Its total energy is -23169.632 eV.

Last column: natural (NBO) charge in e.
Atoms and positions in Å:
C1 -1.8891 0.7327 -0.8674  -0.48
C2 0.4767 0.8778 -0.2738  -0.13
C3 -0.8873 1.3814 -0.2695  0.18
C4 -0.1418 -1.4724 -0.8164  -0.11
C5 1.9353 -0.6703 0.7708  -0.23
N1 0.9350 0.2217 0.8439  -0.51
N2 0.6912 -2.1067 -0.2423  0.02
O1 1.1437 -3.2917 -0.0679  -0.63
O2 -1.0409 2.7040 0.2168  -0.71
S1 -1.6038 -1.0148 -1.5638  0.23
H1 -2.9527 1.0813 -0.8893  0.20
H2 2.6846 -0.5304 0.1306  0.18
H3 2.1474 -1.1944 1.6936  0.17
H4 0.2341 0.0759 1.5833  0.37
H5 -1.7324 3.2059 -0.2485  0.47

=====

Q: Among the records above, which one has the highest multiplicity?
A: CH2N2S4